Computed, not measured: a cluster of 3 separate species, C37H76N5O7PSi in total in a non-equilibrium geometry, with ωB97M-V with the def2-TZVPD basis set.

Bonds (Å) are listed after each position.
Element x y z (Å)
1 C 9.53774 1.53451 -0.09645  C2 1.337, H38 1.067, H39 1.066
2 C 9.45164 0.43258 0.65551  C1 1.337, C3 1.470, H40 1.071
3 C 8.72158 -0.79133 0.29496  C2 1.470, N4 1.480, H41 1.069, H42 1.072
4 N 7.54020 -1.09807 1.13287  C3 1.480, C5 1.457, H43 1.006
5 C 6.24388 -0.99359 0.47491  N4 1.457, C6 1.499, O8 1.403, C11 1.561
6 C 6.08088 -2.17109 -0.43819  C5 1.499, N7 1.472, H44 1.068, H45 1.059
7 N 4.74544 -2.25888 -1.05036  C6 1.472, H46 1.005, H47 1.002
8 O 6.14511 0.25294 -0.16132  C5 1.403, N9 1.437
9 N 6.27374 0.15871 -1.58977  O8 1.437, O10 1.154
10 O 6.81423 1.08229 -2.02111  N9 1.154
11 C 5.17106 -1.02563 1.60852  C5 1.561, C12 1.492, O15 1.400, H48 1.080
12 C 5.66310 -0.41683 2.87911  C11 1.492, C13 1.486, H49 1.066, H50 1.078
13 C 6.04820 1.01163 2.74230  C12 1.486, O14 1.421, H51 1.068, H52 1.072
14 O 5.86409 1.63303 4.00695  C13 1.421, H53 0.953
15 O 4.83716 -2.38094 1.71744  C11 1.400, C16 1.410
16 C 3.76574 -2.83561 2.51383  O15 1.410, C17 1.509, P34 1.838, H54 1.068
17 C 2.47518 -2.05390 2.52347  C16 1.509, C18 1.531, H55 1.070, H56 1.076
18 C 1.89019 -1.69746 1.15441  C17 1.531, C19 1.513, H57 1.066, H58 1.069
19 C 0.90639 -2.72947 0.64924  C18 1.513, C20 1.519, H59 1.073, H60 1.073
20 C -0.51216 -2.28383 0.33746  C19 1.519, C21 1.514, H61 1.073, H62 1.073
21 C -0.69001 -1.32973 -0.82407  C20 1.514, C22 1.542, H63 1.070, H64 1.067
22 C -0.69705 0.15427 -0.40428  C21 1.542, C23 1.519, H65 1.062, H66 1.070
23 C -2.04519 0.77653 -0.72439  C22 1.519, C24 1.527, H67 1.072, H68 1.075
24 C -2.07532 2.25842 -1.09283  C23 1.527, Si25 1.890, H69 1.072, H70 1.068
25 Si -1.18027 3.47840 0.03918  C24 1.890, C26 1.873, C27 1.888, C28 1.877
26 C -0.70738 2.78144 1.71196  Si25 1.873, H71 1.072, H72 1.067, H73 1.070
27 C -2.37325 4.90474 0.36901  Si25 1.888, H74 1.066, H75 1.070, H76 1.070
28 C 0.25044 4.23977 -0.90669  Si25 1.877, C29 1.319, C33 1.319
29 C 0.68514 3.75625 -2.05486  C28 1.319, C30 1.310, H77 1.064
30 C 1.66072 4.34173 -2.70423  C29 1.310, C31 1.313, H78 1.061
31 C 2.21428 5.43337 -2.22867  C30 1.313, C32 1.312, H79 1.061
32 C 1.80812 5.91624 -1.07807  C31 1.312, C33 1.300, H80 1.063
33 C 0.84684 5.31851 -0.43835  C28 1.319, C32 1.300, H81 1.064
34 P 4.21614 -3.24484 4.24774  C16 1.838, O35 1.442, O36 1.569, O37 1.560
35 O 3.68556 -4.54968 4.55695  P34 1.442
36 O 3.58033 -2.18787 5.21785  P34 1.569, H82 0.955
37 O 5.76110 -3.17999 4.45536  P34 1.560, H83 0.963
38 H 10.50712 1.89214 -0.36295  C1 1.067
39 H 8.70856 2.13607 -0.39265  C1 1.066
40 H 9.97096 0.37356 1.59019  C2 1.071
41 H 9.43573 -1.56333 0.48449  C3 1.069
42 H 8.53095 -0.81341 -0.75959  C3 1.072
43 H 7.62458 -2.02979 1.50243  N4 1.006
44 H 6.80823 -2.14991 -1.21968  C6 1.068
45 H 6.27212 -3.07101 0.08695  C6 1.059
46 H 4.78983 -2.14979 -2.04887  N7 1.005
47 H 4.36969 -3.17119 -0.87286  N7 1.002
48 H 4.38325 -0.37044 1.26839  C11 1.080
49 H 6.40977 -1.01256 3.35272  C12 1.066
50 H 4.81249 -0.42291 3.54095  C12 1.078
51 H 7.09054 1.05563 2.51411  C13 1.068
52 H 5.47145 1.48842 1.97435  C13 1.072
53 H 6.08924 2.55137 3.89028  O14 0.953
54 H 3.52027 -3.80038 2.12725  C16 1.068
55 H 1.73512 -2.62787 3.04007  C17 1.070
56 H 2.60221 -1.13689 3.07235  C17 1.076
57 H 2.69346 -1.64949 0.45560  C18 1.066
58 H 1.50944 -0.70050 1.22080  C18 1.069
59 H 1.30097 -3.05636 -0.29334  C19 1.073
60 H 0.87045 -3.60292 1.27179  C19 1.073
61 H -0.89405 -1.82353 1.22807  C20 1.073
62 H -1.03268 -3.18206 0.06817  C20 1.073
63 H -1.67977 -1.51121 -1.18838  C21 1.070
64 H -0.00349 -1.52287 -1.61770  C21 1.067
65 H -0.59432 0.15981 0.65266  C22 1.062
66 H 0.12359 0.66858 -0.85801  C22 1.070
67 H -2.43030 0.25359 -1.57774  C23 1.072
68 H -2.74957 0.61466 0.07192  C23 1.075
69 H -3.10850 2.54271 -1.06745  C24 1.072
70 H -1.77304 2.39077 -2.10854  C24 1.068
71 H -1.42387 2.04366 2.01611  C26 1.072
72 H 0.23922 2.28920 1.68283  C26 1.067
73 H -0.67188 3.55544 2.44985  C26 1.070
74 H -2.91619 4.75654 1.27425  C27 1.066
75 H -3.02754 5.00650 -0.47203  C27 1.070
76 H -1.78571 5.79405 0.46658  C27 1.070
77 H 0.25873 2.88122 -2.48419  C29 1.064
78 H 1.98634 3.94435 -3.63248  C30 1.061
79 H 2.98785 5.89302 -2.79147  C31 1.061
80 H 2.26353 6.79790 -0.69801  C32 1.063
81 H 0.54486 5.75518 0.48377  C33 1.064
82 H 2.63473 -2.32474 5.21497  O36 0.955
83 H 5.95723 -2.52041 5.12854  O37 0.963
84 C -5.52009 -0.00486 -2.53588  C85 1.519, H91 1.091, H92 1.090, H93 1.091
85 C -5.92422 0.11342 -3.99535  C84 1.519, N86 1.448, H94 1.093, H95 1.103
86 N -4.80042 0.36309 -4.87414  C85 1.448, C87 1.450, C89 1.450
87 C -5.19532 0.74247 -6.21668  N86 1.450, C88 1.536, H96 1.093, H97 1.094
88 C -5.94919 -0.28660 -7.07195  C87 1.536, H98 1.089, H99 1.091, H100 1.090
89 C -3.70828 -0.58595 -4.77932  N86 1.450, C90 1.537, H101 1.093, H102 1.092
90 C -4.01018 -2.06997 -5.04147  C89 1.537, H103 1.090, H104 1.092, H105 1.088
91 H -4.96981 0.87945 -2.21143  C84 1.091
92 H -6.40882 -0.09729 -1.91092  C84 1.090
93 H -4.90224 -0.88497 -2.35182  C84 1.091
94 H -6.61959 0.95139 -4.08963  C85 1.093
95 H -6.48995 -0.79016 -4.27850  C85 1.103
96 H -4.30559 1.06928 -6.76048  C87 1.093
97 H -5.82227 1.63531 -6.13182  C87 1.094
98 H -5.28946 -1.06725 -7.44707  C88 1.089
99 H -6.38083 0.20948 -7.94283  C88 1.091
100 H -6.76777 -0.75600 -6.52699  C88 1.090
101 H -3.27601 -0.50308 -3.77843  C89 1.093
102 H -2.90954 -0.25902 -5.44842  C89 1.092
103 H -4.92704 -2.39750 -4.55045  C90 1.090
104 H -3.19545 -2.68320 -4.65190  C90 1.092
105 H -4.09213 -2.29029 -6.10407  C90 1.088
106 C -3.79334 -2.02480 1.68949  C107 1.518, H113 1.090, H114 1.090, H115 1.091
107 C -5.16290 -2.15720 2.33145  C106 1.518, N108 1.448, H116 1.093, H117 1.103
108 N -5.47654 -1.05687 3.21867  C107 1.448, C109 1.450, C111 1.451
109 C -6.64977 -1.29445 4.03671  N108 1.450, C110 1.536, H118 1.093, H119 1.094
110 C -8.00871 -1.43762 3.33568  C109 1.536, H120 1.089, H121 1.091, H122 1.090
111 C -5.36726 0.26565 2.63300  N108 1.451, C112 1.537, H123 1.093, H124 1.092
112 C -6.21599 0.58310 1.39097  C111 1.537, H125 1.091, H126 1.092, H127 1.088
113 H -3.01435 -1.91148 2.44351  C106 1.090
114 H -3.56900 -2.91661 1.10425  C106 1.090
115 H -3.74399 -1.17315 1.00860  C106 1.091
116 H -5.17849 -3.07993 2.91706  C107 1.093
117 H -5.91475 -2.28450 1.53425  C107 1.103
118 H -6.71948 -0.49887 4.78251  C109 1.093
119 H -6.46751 -2.20841 4.61018  C109 1.094
120 H -8.39519 -0.47848 2.99485  C110 1.089
121 H -8.73974 -1.84298 4.03716  C110 1.091
122 H -7.96461 -2.11657 2.48445  C110 1.090
123 H -4.31845 0.43353 2.37363  C111 1.093
124 H -5.57694 1.00415 3.40940  C111 1.092
125 H -6.20053 -0.22848 0.66227  C112 1.091
126 H -5.82122 1.47250 0.89545  C112 1.092
127 H -7.25235 0.79638 1.64602  C112 1.088

Results
Maximum force, eV/A: 4.6
HOMO-LUMO gap, Eh: 0.3013
Total energy, Ha: -2886.511577
Spin multiplicity: 1